1.
{"formula": "C22H26N3OsSeSi", "method": "ωB97M-V/def2-TZVPD", "total_charge": 3, "orbital_gap_ev": 7.39, "de_lowest_kcal_mol": 26.0, "homo_ev": -18.52, "symbols": ["Os", "C", "C", "C", "C", "C", "C", "C", "C", "C", "H", "H", "H", "H", "H", "H", "H", "H", "H", "H", "H", "H", "C", "Si", "C", "C", "C", "C", "C", "C", "C", "H", "H", "H", "H", "H", "H", "H", "H", "H", "H", "H", "Se", "N", "C", "C", "C", "C", "N", "C", "N", "H", "H", "H"], "coordinates": [[-0.30358, -0.15872, 0.32446], [-3.60458, -0.40404, -1.21292], [-2.52796, -1.00890, -0.36587], [-2.54915, -0.88503, 1.02970], [-1.61971, -1.53295, 1.85716], [-1.74588, -1.52533, 3.34737], [-0.54327, -2.22092, 1.25467], [-0.52746, -2.44269, -0.13043], [0.38787, -3.47826, -0.70819], [-1.50101, -1.77209, -0.92692], [-3.36170, 0.63176, -1.46307], [-4.55259, -0.39087, -0.67670], [-3.72755, -0.95152, -2.14507], [-3.36754, -0.34317, 1.49256], [-1.26741, -0.64475, 3.77538], [-1.27323, -2.40511, 3.77927], [-2.79469, -1.49878, 3.64225], [0.15395, -2.76033, 1.88181], [1.30544, -3.06595, -1.08476], [-0.10863, -3.97991, -1.53968], [0.63112, -4.22461, 0.04642], [-1.50243, -1.94797, -1.99622], [2.90880, -0.47908, 1.76033], [2.06388, 0.40775, 0.40894], [2.56748, 2.15219, 0.26251], [1.77187, -0.36228, -1.20363], [2.66481, -1.44097, -1.49107], [2.89654, -1.79276, -2.79672], [2.17828, -1.17929, -3.83648], [1.26016, -0.16868, -3.58014], [1.05269, 0.24718, -2.27651], [3.94553, -0.14087, 1.84786], [2.92232, -1.56062, 1.61502], [2.41623, -0.26574, 2.71126], [3.61737, 2.14855, -0.05135], [2.51650, 2.69341, 1.21024], [2.00169, 2.70079, -0.49233], [3.21448, -1.93646, -0.69963], [3.63554, -2.55022, -3.02546], [2.34039, -1.50804, -4.85552], [0.73923, 0.30898, -4.39927], [0.38226, 1.07224, -2.08622], [-0.17242, 1.95831, 3.76867], [-0.72422, 3.53560, 3.21106], [-0.96270, 3.47753, 1.90562], [-1.40139, 4.49840, 0.99668], [-1.52748, 4.14311, -0.31487], [-1.23159, 2.81596, -0.76993], [-0.84714, 1.87032, 0.05710], [-0.73038, 2.20878, 1.35348], [-0.31526, 1.22395, 2.11281], [-1.60957, 5.50226, 1.34596], [-1.85216, 4.86693, -1.04982], [-1.32177, 2.56292, -1.81982]], "forces_ev_per_a": [[-1.818, -1.865, 0.549], [0.079, 0.092, 0.024], [-0.293, 0.000, -0.563], [0.150, 0.799, 0.388], [0.462, -0.119, 0.405], [-0.087, 0.110, -0.057], [0.217, -0.492, 0.241], [0.282, -0.205, 0.029], [-0.397, -0.233, -0.007], [0.685, 0.168, -0.521], [-0.009, -0.011, 0.012], [-0.001, -0.027, -0.004], [0.004, -0.011, 0.010], [0.093, 0.114, 0.003], [-0.020, -0.030, 0.033], [-0.009, -0.007, -0.010], [0.004, -0.002, -0.002], [0.029, 0.024, 0.006], [0.182, 0.064, -0.115], [-0.009, -0.011, 0.028], [-0.012, 0.008, -0.005], [0.077, 0.081, -0.012], [0.400, -0.420, -0.020], [0.654, 0.819, 1.130], [-0.299, 0.531, 0.057], [-1.511, -0.152, -0.613], [-0.286, 0.180, 0.059], [0.035, 0.035, -0.175], [-0.006, -0.076, 0.120], [-0.051, -0.097, -0.029], [0.633, -0.030, -0.032], [-0.027, -0.002, 0.021], [-0.041, -0.010, 0.126], [-0.003, -0.004, 0.001], [-0.006, 0.019, 0.016], [0.065, 0.005, -0.013], [0.069, 0.045, -0.010], [0.007, 0.041, 0.015], [-0.006, 0.016, -0.021], [0.076, 0.062, -0.009], [-0.052, -0.049, 0.013], [0.179, 0.113, -0.032], [0.020, 0.285, 0.050], [0.082, -0.399, -0.083], [-0.086, 0.362, 0.190], [0.063, -0.082, 0.116], [0.010, -0.163, -0.090], [-0.122, 0.316, 0.164], [0.121, 0.191, -1.123], [0.050, 0.139, -0.117], [0.438, -0.152, -0.128], [-0.003, -0.013, 0.002], [0.011, -0.007, -0.010], [-0.021, 0.049, -0.009]]}

---

2.
{"formula": "C22H26N4O", "method": "ωB97M-V/def2-TZVPD", "total_charge": 0, "smiles": "c1ccc(Cc2noc(CN3CCCC[C@H]3CCc3ccccn3)n2)cc1", "orbital_gap_ev": 9.31, "de_lowest_kcal_mol": 46.9, "homo_ev": -8.51, "symbols": ["C", "C", "C", "C", "C", "C", "N", "O", "C", "C", "N", "C", "C", "C", "C", "C", "C", "C", "C", "C", "C", "C", "C", "N", "N", "C", "C", "H", "H", "H", "H", "H", "H", "H", "H", "H", "H", "H", "H", "H", "H", "H", "H", "H", "H", "H", "H", "H", "H", "H", "H", "H", "H"], "coordinates": [[-6.44539, -2.33070, -0.84749], [-6.90680, -1.12008, -0.36073], [-6.07113, -0.30665, 0.38560], [-4.77023, -0.70243, 0.65849], [-3.84164, 0.18670, 1.45095], [-2.84038, 0.75961, 0.51960], [-2.89918, 1.96600, 0.03218], [-1.82665, 2.06393, -0.80563], [-1.18571, 0.89150, -0.75265], [0.04363, 0.64252, -1.56693], [1.31955, 1.04196, -1.01386], [1.66479, 2.44396, -1.15471], [1.08810, 3.35456, -0.06589], [1.49889, 2.83202, 1.30795], [1.10757, 1.36292, 1.45151], [1.70891, 0.53989, 0.30020], [1.42804, -0.95246, 0.47535], [2.20922, -1.82303, -0.51900], [3.68556, -1.69098, -0.28889], [4.47445, -0.87025, -1.09197], [5.82507, -0.75881, -0.81202], [6.34655, -1.46882, 0.25873], [5.47952, -2.25797, 0.99782], [4.18994, -2.36695, 0.73569], [-1.77465, 0.05114, 0.04450], [-4.30981, -1.91552, 0.16264], [-5.14375, -2.72558, -0.58654], [-7.09731, -2.96392, -1.43105], [-7.91994, -0.80546, -0.56409], [-6.43223, 0.64080, 0.75871], [-3.31811, -0.40087, 2.20734], [-4.39289, 1.00007, 1.92125], [-0.07699, 1.16983, -2.51767], [0.06888, -0.43261, -1.76354], [1.34463, 2.78444, -2.14236], [2.75939, 2.50176, -1.11634], [0.00121, 3.38572, -0.14324], [1.45988, 4.37027, -0.21172], [1.02903, 3.42642, 2.09444], [2.58291, 2.92390, 1.41886], [1.47666, 0.97133, 2.40100], [0.02160, 1.26416, 1.45540], [2.79904, 0.68252, 0.34080], [0.35889, -1.14458, 0.38386], [1.73578, -1.23614, 1.48330], [1.92267, -2.86396, -0.36381], [1.97478, -1.53128, -1.54214], [4.02856, -0.33139, -1.91431], [6.46203, -0.12894, -1.41730], [7.39391, -1.41179, 0.51158], [5.83159, -2.83428, 1.84429], [-3.29107, -2.21504, 0.35992], [-4.77740, -3.66743, -0.96808]], "forces_ev_per_a": [[-0.075, -0.027, -0.056], [-0.090, 0.005, -0.049], [0.042, -0.022, 0.037], [-0.117, -0.058, 0.140], [-0.144, 0.014, -0.140], [0.454, 0.601, -0.262], [-0.935, 0.180, 0.734], [0.640, -0.255, -0.464], [-0.506, -0.403, 0.326], [0.202, 0.063, -0.118], [0.078, -0.012, -0.125], [-0.059, 0.291, -0.043], [0.209, -0.099, 0.009], [-0.262, -0.013, -0.023], [0.287, 0.110, -0.121], [-0.182, -0.259, 0.450], [0.199, 0.161, -0.288], [-0.113, 0.056, 0.193], [-0.004, 0.095, -0.386], [0.086, -0.068, 0.067], [-0.003, -0.041, 0.064], [-0.034, 0.040, -0.055], [0.365, 0.059, 0.068], [-0.401, -0.226, 0.210], [0.412, -0.183, -0.316], [-0.025, -0.028, 0.029], [0.036, -0.060, -0.027], [-0.052, -0.048, -0.040], [-0.079, 0.022, -0.017], [-0.029, 0.100, 0.045], [-0.029, 0.118, 0.035], [0.024, -0.068, 0.061], [0.014, -0.140, 0.015], [-0.145, 0.104, -0.032], [0.078, -0.010, -0.023], [-0.003, 0.079, -0.046], [0.003, 0.067, 0.004], [-0.024, 0.051, -0.040], [0.091, 0.024, 0.024], [0.057, 0.037, 0.051], [-0.024, -0.071, 0.036], [-0.055, -0.035, 0.068], [-0.071, 0.016, 0.060], [-0.013, -0.048, 0.101], [-0.063, -0.003, 0.042], [0.034, -0.013, -0.099], [-0.044, -0.038, -0.069], [-0.082, 0.053, -0.075], [0.032, 0.033, -0.036], [0.076, -0.017, 0.040], [0.121, -0.011, 0.043], [0.095, -0.047, 0.021], [0.028, -0.075, -0.024]]}

---

3.
{"formula": "C22H26N4O2", "method": "ωB97M-V/def2-TZVPD", "total_charge": 0, "smiles": "COc1ccccc1CN1CCN(Cc2nc(Cc3ccccc3)no2)CC1", "orbital_gap_ev": 8.84, "de_lowest_kcal_mol": 67.2, "homo_ev": -8.03, "symbols": ["C", "O", "C", "C", "C", "C", "C", "C", "C", "N", "C", "C", "N", "C", "C", "N", "C", "C", "C", "C", "C", "C", "C", "C", "N", "O", "C", "C", "H", "H", "H", "H", "H", "H", "H", "H", "H", "H", "H", "H", "H", "H", "H", "H", "H", "H", "H", "H", "H", "H", "H", "H", "H", "H"], "coordinates": [[3.64659, 2.91775, -2.59609], [2.66468, 2.14454, -1.95439], [2.98200, 1.52264, -0.78627], [4.24388, 1.54028, -0.20379], [4.47746, 0.85696, 0.97872], [3.46222, 0.14869, 1.59025], [2.20275, 0.13235, 1.01255], [1.94461, 0.80817, -0.16654], [0.57472, 0.80187, -0.78455], [-0.10646, 2.06959, -0.54721], [-1.30563, 2.24206, -1.33800], [-2.47942, 1.38033, -0.85517], [-2.75740, 1.69040, 0.53912], [-3.93336, 1.01231, 1.05286], [-3.69817, -0.44893, 1.23384], [-3.35836, -1.31267, 0.32483], [-3.09951, -2.44265, 1.04657], [-2.56571, -3.67986, 0.42651], [-1.12664, -3.39642, 0.06478], [-0.79493, -2.92181, -1.19653], [0.51922, -2.61364, -1.50485], [1.51264, -2.77029, -0.55375], [1.18564, -3.23484, 0.70924], [-0.12767, -3.54247, 1.01858], [-3.28021, -2.27673, 2.32515], [-3.67043, -0.97623, 2.46400], [-1.58019, 1.47643, 1.36817], [-0.41938, 2.32976, 0.84240], [3.16067, 3.33883, -3.47511], [4.50015, 2.30861, -2.91379], [4.00061, 3.73258, -1.95638], [5.05590, 2.08263, -0.66234], [5.46436, 0.88181, 1.41704], [3.64493, -0.38576, 2.51002], [1.40413, -0.42340, 1.48316], [0.01705, -0.06934, -0.40721], [0.67938, 0.69988, -1.86745], [-1.08260, 2.01198, -2.38141], [-1.59209, 3.29557, -1.26527], [-3.37124, 1.61839, -1.43969], [-2.25011, 0.31304, -0.99694], [-4.75597, 1.17164, 0.35159], [-4.19368, 1.44118, 2.02437], [-3.14411, -3.91119, -0.46825], [-2.63684, -4.49498, 1.14583], [-1.57050, -2.78767, -1.93651], [0.76759, -2.24494, -2.48910], [2.53578, -2.52004, -0.79048], [1.95622, -3.35229, 1.45693], [-0.38574, -3.89462, 2.00722], [-1.82045, 1.77290, 2.39238], [-1.27095, 0.41717, 1.38190], [0.47143, 2.15551, 1.44842], [-0.69688, 3.38492, 0.92066]], "forces_ev_per_a": [[0.176, 0.121, -0.130], [-0.169, -0.223, 0.226], [-0.046, -0.127, 0.158], [0.047, 0.215, -0.297], [-0.041, -0.085, 0.098], [0.116, -0.035, 0.145], [0.055, 0.092, -0.118], [-0.064, 0.035, -0.194], [-0.001, 0.020, 0.061], [0.118, 0.055, -0.061], [-0.300, -0.073, -0.060], [0.278, 0.120, -0.310], [-0.060, 0.076, 0.071], [0.008, 0.213, 0.115], [0.174, -0.596, -0.261], [-0.250, 0.403, -0.182], [-0.422, 0.437, 0.525], [0.145, 0.080, 0.116], [0.051, -0.165, -0.124], [-0.025, -0.057, 0.035], [0.065, -0.004, -0.059], [0.059, -0.009, -0.063], [0.030, -0.025, 0.055], [-0.010, -0.013, -0.030], [0.268, -1.177, 0.141], [-0.169, 0.756, -0.198], [0.248, 0.230, 0.019], [-0.108, -0.088, 0.262], [0.080, -0.005, 0.047], [-0.035, 0.033, 0.034], [-0.009, -0.045, -0.011], [0.044, 0.055, -0.074], [0.078, 0.006, 0.028], [0.023, -0.044, 0.093], [-0.120, -0.050, 0.004], [0.077, 0.020, -0.083], [-0.096, -0.095, 0.022], [-0.012, 0.024, -0.026], [-0.056, -0.005, -0.081], [-0.006, -0.056, -0.055], [-0.042, 0.131, -0.050], [-0.001, -0.040, 0.117], [-0.078, -0.024, -0.089], [-0.021, -0.059, 0.078], [-0.025, -0.036, -0.085], [-0.091, 0.007, -0.078], [0.024, 0.037, -0.095], [0.092, 0.027, -0.019], [0.072, -0.011, 0.069], [-0.020, -0.041, 0.111], [0.042, -0.054, 0.024], [-0.058, -0.016, 0.050], [-0.052, 0.074, 0.032], [0.015, -0.012, 0.096]]}